{"formula": "C24H42N6", "method": "ωB97M-V/def2-TZVPD", "elements": ["C", "C", "C", "C", "N", "H", "H", "H", "H", "H", "H", "H", "C", "C", "C", "C", "N", "H", "H", "H", "H", "H", "H", "H", "C", "C", "C", "C", "N", "H", "H", "H", "H", "H", "H", "H", "C", "C", "C", "C", "N", "H", "H", "H", "H", "H", "H", "H", "C", "C", "C", "C", "N", "H", "H", "H", "H", "H", "H", "H", "C", "C", "C", "C", "N", "H", "H", "H", "H", "H", "H", "H"], "coordinates": [[-2.009, 1.718, 1.869], [-1.246, 0.820, 0.905], [-1.726, -0.645, 0.857], [-3.211, -0.854, 0.677], [-4.386, -0.970, 0.525], [-2.144, 1.366, 2.891], [-3.027, 1.933, 1.543], [-1.426, 2.639, 1.839], [-0.225, 0.913, 1.277], [-1.323, 1.261, -0.088], [-1.272, -1.185, 1.688], [-1.205, -1.151, 0.044], [6.013, 9.401, -3.476], [4.546, 9.495, -2.870], [3.604, 8.247, -3.196], [4.100, 7.016, -2.610], [4.493, 6.080, -2.048], [6.804, 8.854, -2.965], [6.365, 10.429, -3.390], [6.045, 9.196, -4.546], [4.065, 10.392, -3.260], [4.672, 9.644, -1.797], [3.480, 7.962, -4.241], [2.603, 8.380, -2.785], [-2.983, -8.157, 3.266], [-2.239, -9.421, 3.522], [-1.283, -9.920, 2.349], [-1.978, -10.674, 1.341], [-2.637, -11.199, 0.540], [-3.839, -8.004, 3.924], [-3.439, -8.140, 2.276], [-2.372, -7.281, 3.484], [-2.849, -10.303, 3.719], [-1.562, -9.174, 4.339], [-0.459, -10.542, 2.699], [-0.854, -8.999, 1.954], [4.671, -0.228, -7.473], [4.298, -0.313, -5.944], [5.519, -0.328, -4.983], [6.580, -1.165, -5.547], [7.414, -1.832, -5.999], [3.781, -0.013, -8.064], [5.182, -1.137, -7.792], [5.448, 0.517, -7.647], [3.695, -1.207, -5.783], [3.588, 0.428, -5.577], [5.245, -0.680, -3.989], [5.972, 0.658, -4.880], [3.496, 7.790, 5.294], [4.346, 6.498, 5.170], [5.915, 6.721, 5.198], [6.352, 7.388, 6.373], [6.648, 7.877, 7.353], [2.427, 7.689, 5.104], [3.857, 8.644, 4.720], [3.565, 8.199, 6.302], [4.193, 5.955, 4.238], [4.186, 5.792, 5.985], [6.326, 7.349, 4.409], [6.378, 5.735, 5.146], [-9.991, -7.512, -1.212], [-10.701, -6.210, -0.865], [-10.598, -5.759, 0.637], [-11.118, -6.831, 1.534], [-11.457, -7.664, 2.239], [-9.787, -7.682, -2.269], [-10.486, -8.347, -0.718], [-8.995, -7.481, -0.769], [-11.787, -6.266, -0.936], [-10.496, -5.316, -1.453], [-11.151, -4.855, 0.892], [-9.612, -5.543, 1.048]], "forces_ev_per_a": [[-0.475, 0.441, -0.346], [-0.936, -0.033, 0.559], [0.298, -0.208, -0.444], [-2.994, -0.093, -0.111], [4.662, 0.427, 0.579], [0.556, -0.215, 0.017], [0.016, 0.062, -0.280], [-0.381, 0.288, 0.498], [0.253, -0.690, -0.534], [0.194, -0.021, -0.014], [-0.872, -0.023, 0.553], [-0.323, 0.062, -0.476], [-0.852, 1.332, 0.173], [0.825, -1.519, -1.075], [0.622, 0.458, 0.493], [0.850, -1.307, 1.580], [-0.462, 1.042, -0.872], [-0.661, -0.608, 0.201], [0.158, 0.193, -0.134], [-0.213, -0.298, 0.068], [0.017, -0.106, -0.107], [-0.371, -0.287, 0.046], [0.124, 0.836, -0.336], [-0.041, 0.260, -0.035], [-1.149, 0.627, -0.368], [1.504, -1.355, -0.342], [-0.061, 1.193, 1.110], [-1.683, -0.476, -1.798], [1.091, 0.583, 1.190], [-0.009, -0.435, 0.301], [0.292, 0.289, -0.229], [0.205, 0.015, -0.595], [-0.243, 0.350, 0.568], [-0.085, -0.691, 0.331], [-0.058, 0.106, 0.344], [0.194, -0.207, -0.513], [0.155, 0.223, 1.416], [-0.013, -0.324, -0.376], [-0.095, -0.028, -0.804], [1.119, -1.181, -0.210], [-1.065, 0.885, 0.529], [0.206, -0.111, -0.080], [-0.493, -0.268, 0.009], [-0.285, 0.472, 0.037], [0.350, -0.449, -0.083], [0.307, 0.632, -0.414], [0.051, -0.038, -0.054], [-0.235, 0.192, 0.032], [0.478, 0.081, 0.648], [1.067, 0.679, -0.372], [-1.030, -0.158, -0.827], [-0.308, -0.583, 0.175], [0.565, 0.966, 1.538], [0.135, -0.403, -0.205], [0.163, -0.343, -0.594], [0.033, -0.313, 0.304], [-0.386, 0.118, -0.026], [-0.456, 0.141, 0.030], [-0.419, -0.269, -0.614], [0.158, 0.083, -0.062], [0.665, 0.515, 0.668], [-1.029, 1.167, 1.167], [0.077, -1.036, 0.652], [0.521, 0.952, -0.733], [-0.316, -0.538, 0.380], [-0.613, 0.008, -0.005], [-0.112, -0.090, -0.382], [0.183, 0.020, 0.114], [-0.134, -0.550, -0.555], [0.660, -0.288, -0.275], [-0.316, -0.002, -0.511], [0.420, -0.154, -0.517]], "energy_ev": -34506.4199, "smiles": "CCCC#N.CCCC#N.CCCC#N.CCCC#N.CCCC#N.CCCC#N"}

---

{"formula": "C24H43BBr3N2O17PSi2", "method": "ωB97M-V/def2-TZVPD", "elements": ["C", "C", "O", "B", "O", "Si", "N", "N", "C", "C", "C", "O", "Si", "Br", "C", "Br", "C", "C", "Br", "P", "O", "O", "H", "H", "H", "H", "H", "H", "H", "H", "H", "H", "H", "H", "H", "H", "H", "H", "H", "H", "H", "C", "C", "C", "O", "C", "O", "O", "H", "H", "H", "H", "H", "H", "C", "C", "C", "O", "C", "O", "O", "H", "H", "H", "H", "H", "H", "C", "C", "C", "O", "C", "O", "O", "H", "H", "H", "H", "H", "H", "C", "C", "C", "O", "C", "O", "O", "H", "H", "H", "H", "H", "H"], "coordinates": [[4.221, 0.174, -1.060], [2.583, 0.515, -1.070], [2.315, 1.888, -1.525], [0.997, 2.020, -2.175], [0.765, 1.166, -3.393], [-0.413, 3.256, -1.582], [-0.652, 4.395, -2.995], [0.074, 4.279, -0.185], [1.292, 4.883, -0.375], [1.631, 6.099, -1.424], [2.545, 4.370, 0.591], [-1.849, 2.325, -1.182], [-3.323, 3.285, -1.306], [-3.181, 5.378, -0.404], [-4.785, 2.201, -0.576], [-6.286, 1.592, -1.815], [-4.864, 1.765, 0.856], [-6.071, 0.811, 1.440], [-3.384, 2.363, 2.125], [-3.872, 3.584, -3.456], [-3.867, 2.022, -4.298], [-5.443, 4.323, -3.602], [4.596, 0.034, -2.167], [4.444, -0.795, -0.443], [4.855, 1.050, -0.590], [2.096, -0.329, -1.717], [2.148, 0.425, 0.021], [1.669, 1.179, -3.859], [0.327, 4.549, -3.343], [-1.054, 5.270, -2.585], [0.667, 6.501, -1.995], [2.162, 7.028, -0.938], [2.316, 5.632, -2.280], [2.083, 3.853, 1.537], [3.109, 5.369, 0.917], [3.339, 3.723, 0.024], [-5.925, 0.488, 2.571], [-6.054, -0.204, 0.815], [-7.146, 1.284, 1.375], [-4.364, 2.249, -5.162], [-5.445, 5.288, -3.330], [6.718, -4.379, -2.323], [7.636, -3.357, -1.683], [7.748, -3.519, -0.197], [8.080, -2.209, 0.225], [7.523, -1.363, -0.692], [7.406, -0.158, -0.538], [7.108, -2.046, -1.803], [5.690, -4.272, -1.958], [6.681, -4.232, -3.408], [7.060, -5.398, -2.122], [8.619, -3.374, -2.168], [8.527, -4.231, 0.087], [6.806, -3.807, 0.281], [-11.701, -0.998, -3.558], [-10.757, -0.259, -2.631], [-9.576, -1.085, -2.218], [-9.222, -0.506, -0.976], [-10.379, -0.003, -0.449], [-10.506, 0.366, 0.707], [-11.375, 0.025, -1.387], [-12.139, -1.871, -3.063], [-12.537, -0.350, -3.845], [-11.188, -1.326, -4.466], [-10.448, 0.691, -3.082], [-8.750, -1.018, -2.931], [-9.820, -2.139, -2.050], [12.893, -7.659, 1.882], [11.713, -7.242, 1.027], [11.613, -5.757, 0.851], [10.230, -5.573, 0.611], [9.594, -6.591, 1.265], [8.392, -6.633, 1.473], [10.483, -7.553, 1.662], [12.801, -7.269, 2.901], [12.934, -8.750, 1.968], [13.835, -7.308, 1.452], [11.740, -7.763, 0.063], [12.208, -5.396, 0.008], [11.884, -5.193, 1.750], [-7.573, 1.217, 5.420], [-6.357, 2.107, 5.585], [-5.108, 1.341, 5.900], [-4.331, 2.300, 6.591], [-5.220, 3.140, 7.201], [-4.924, 3.949, 8.065], [-6.487, 2.949, 6.719], [-7.805, 0.687, 6.350], [-8.455, 1.819, 5.175], [-7.420, 0.484, 4.623], [-6.230, 2.743, 4.702], [-4.594, 0.994, 5.000], [-5.277, 0.488, 6.567]], "forces_ev_per_a": [[-0.332, 0.742, -0.243], [1.385, -1.541, 0.990], [-2.536, -1.073, -1.026], [2.567, -3.216, -1.647], [2.368, 2.603, 1.802], [-1.494, 1.990, 0.604], [0.590, -0.729, 1.468], [4.748, 0.602, -2.315], [-1.987, -1.572, 1.357], [-0.443, -0.330, -0.918], [-0.316, 2.029, 0.047], [-0.715, 3.639, -0.756], [-0.130, -3.058, 1.060], [-0.146, -1.080, -0.567], [-0.210, -1.441, 5.411], [1.708, 0.653, 1.552], [-1.157, 0.480, -3.870], [0.451, -0.701, 0.253], [-1.816, -0.723, -1.554], [0.618, 1.241, -3.107], [-2.163, 2.586, 0.016], [0.592, -0.339, 1.057], [-0.758, 0.202, 2.246], [-0.601, 1.809, -1.233], [-1.432, -1.754, -0.894], [0.630, 1.873, 0.991], [0.932, 0.159, -2.082], [-1.826, -0.485, 0.995], [-1.429, 0.206, 0.230], [0.720, -0.768, -0.808], [2.027, -1.006, 1.554], [-0.878, -2.132, -0.768], [-1.142, 1.048, 1.917], [1.003, 0.875, -2.091], [-1.062, -2.177, -0.471], [-1.880, 1.073, 0.924], [0.059, 0.926, -2.405], [-0.110, 2.340, 1.220], [2.309, -0.707, -0.197], [1.256, -0.583, 1.811], [0.489, -1.698, -0.524], [-0.236, 0.227, -0.460], [-0.402, -1.275, -0.441], [0.395, -0.929, 0.375], [-0.328, 1.059, -0.538], [-0.194, 2.398, 0.396], [0.295, -2.648, -0.389], [0.256, 0.906, 0.791], [0.226, -0.007, 0.116], [0.073, -0.089, 0.155], [0.034, 0.142, 0.027], [0.003, 0.010, 0.119], [-0.207, 0.347, 0.050], [0.003, -0.067, -0.199], [-0.527, 0.177, 0.090], [-0.478, -0.511, -1.223], [0.638, -0.272, -0.582], [-0.666, 0.414, 0.696], [-0.313, 0.787, 2.391], [0.331, -0.807, -2.609], [0.703, 0.090, 1.012], [0.226, 0.093, -0.012], [0.191, -0.085, -0.036], [0.011, 0.090, 0.111], [0.096, -0.079, 0.061], [-0.002, 0.044, 0.267], [-0.140, 0.076, -0.127], [-0.129, -0.459, 0.287], [1.371, -0.318, 0.287], [0.750, 0.505, -0.406], [-0.713, -0.586, 0.342], [-2.483, -0.391, 0.629], [2.716, 0.166, -0.582], [-1.070, 0.786, -0.284], [-0.035, 0.095, -0.227], [0.055, 0.188, -0.095], [-0.139, -0.025, -0.029], [-0.029, 0.129, 0.006], [-0.264, 0.029, 0.071], [0.073, -0.184, -0.006], [-0.453, 0.296, 0.183], [-0.888, -0.882, -0.670], [0.373, -0.567, -0.581], [-0.360, 0.725, 0.585], [0.595, 1.762, 1.862], [-0.682, -1.847, -2.007], [0.998, 0.362, 0.579], [0.209, 0.039, -0.121], [0.164, -0.132, -0.072], [0.028, 0.118, 0.047], [0.125, -0.068, 0.034], [0.094, 0.162, 0.181], [-0.184, 0.040, -0.082]], "energy_ev": -299222.1696}

---

{"formula": "C24H43BiCl2N4O4SSi", "method": "ωB97M-V/def2-TZVPD", "elements": ["C", "C", "H", "H", "H", "C", "C", "H", "H", "H", "H", "Bi", "Cl", "C", "O", "N", "C", "C", "H", "H", "H", "H", "H", "H", "H", "H", "H", "C", "C", "N", "H", "C", "O", "H", "H", "H", "H", "H", "H", "C", "C", "N", "H", "C", "O", "H", "H", "H", "H", "O", "C", "C", "C", "H", "C", "H", "C", "H", "C", "C", "H", "H", "H", "Si", "Cl", "C", "C", "C", "H", "H", "H", "H", "H", "H", "H", "H", "H", "S", "C", "N"], "coordinates": [[-1.767, -0.844, -4.942], [-1.158, -1.892, -4.071], [-1.808, -1.150, -5.988], [-1.233, 0.114, -4.850], [-2.796, -0.672, -4.586], [-0.615, -3.031, -4.504], [-0.467, -3.327, -5.967], [-0.308, -3.821, -3.808], [0.188, -2.587, -6.470], [-1.443, -3.332, -6.499], [-0.034, -4.338, -6.080], [0.513, 1.192, 1.885], [1.137, 3.177, -0.302], [-0.200, -1.625, 2.619], [0.851, -0.968, 2.340], [-0.145, -2.797, 3.186], [1.170, -3.379, 3.273], [-1.291, -3.482, 3.799], [-1.221, -1.275, 2.439], [1.893, -2.573, 3.429], [1.398, -3.863, 2.314], [1.163, -4.089, 4.096], [-2.115, -2.762, 3.879], [-0.987, -3.828, 4.800], [-1.623, -4.344, 3.196], [0.127, 2.044, 6.501], [-1.559, 4.476, 5.802], [0.841, 2.874, 6.475], [-0.540, 4.890, 5.909], [0.456, 3.890, 5.494], [1.846, 2.517, 6.221], [0.768, 3.763, 4.185], [1.423, 2.802, 3.719], [-0.424, 5.770, 5.266], [0.392, 4.585, 3.527], [0.852, 3.300, 7.475], [-0.390, 5.157, 6.974], [1.864, 0.789, -3.255], [2.220, -2.225, -3.324], [2.885, 0.534, -2.920], [3.081, -1.933, -2.698], [2.847, -0.645, -2.049], [3.317, 1.383, -2.373], [2.399, -0.560, -0.785], [2.264, 0.513, -0.150], [3.251, -2.691, -1.931], [2.147, -1.531, -0.308], [3.510, 0.295, -3.789], [3.967, -1.875, -3.347], [-0.279, -0.343, -2.692], [-1.080, -1.419, -2.600], [0.252, -3.345, -1.324], [-0.899, -2.588, -1.500], [1.127, -3.183, -1.961], [0.278, -4.384, -0.386], [-2.100, -1.026, -2.384], [-2.036, -2.927, -0.770], [1.196, -4.944, -0.232], [-0.854, -4.703, 0.354], [-2.020, -3.982, 0.132], [-2.960, -2.355, -0.948], [-0.876, -5.535, 1.063], [-2.959, -4.233, 0.626], [-0.163, 4.167, -1.693], [-1.367, 0.034, 0.665], [1.112, 4.913, -2.797], [-1.109, 5.135, -0.378], [-1.425, 3.094, -2.561], [1.920, 4.200, -3.030], [1.581, 5.781, -2.303], [0.661, 5.244, -3.741], [-1.056, 2.113, -2.908], [-1.708, 3.732, -3.416], [-2.306, 2.941, -1.910], [-1.607, 4.421, 0.290], [-1.883, 5.781, -0.803], [-0.449, 5.737, 0.250], [-2.711, 2.227, 5.436], [-1.799, 1.672, 4.284], [-1.128, 1.146, 3.428]], "forces_ev_per_a": [[-0.138, 0.233, -0.183], [0.342, -0.800, 1.339], [-0.043, 0.091, 0.005], [-0.111, -0.433, -0.008], [0.172, 0.023, -0.150], [-0.396, 0.132, -0.166], [0.024, -0.540, -0.521], [-0.002, 0.472, -0.145], [-0.281, -0.455, 0.153], [0.524, 0.012, 0.214], [-0.069, 0.452, -0.237], [-0.603, -1.008, -1.334], [-0.049, 0.039, -0.209], [-0.898, -0.272, 0.809], [-0.383, -0.175, 0.107], [0.396, -0.113, 0.118], [0.403, -0.457, 0.041], [-0.072, 0.124, -0.428], [0.453, 0.335, 0.175], [-0.038, -0.369, 0.149], [0.056, -0.099, 0.327], [0.299, -0.081, -0.101], [0.185, -0.271, 0.044], [-0.180, 0.215, -0.369], [0.252, 0.355, 0.189], [0.124, 0.063, -0.221], [0.493, 0.264, 0.058], [0.227, -0.220, -0.409], [-0.044, -0.090, 0.051], [-0.229, 0.223, -0.537], [-0.322, -0.055, 0.087], [0.224, -0.745, 0.641], [-0.558, 1.148, 0.457], [-0.125, -0.070, 0.291], [0.200, -0.427, 0.478], [0.068, 0.273, -0.074], [0.105, -0.044, -0.695], [0.245, -0.287, 0.208], [0.226, 0.206, 0.161], [-0.129, 0.224, 0.220], [-0.344, 0.071, -0.046], [-0.015, 0.083, 0.272], [-0.113, -0.245, -0.141], [-0.150, 0.481, -0.078], [-0.157, -0.994, -0.231], [0.011, 0.021, -0.141], [0.283, 0.324, -0.255], [-0.127, 0.103, 0.251], [-0.177, 0.075, 0.333], [1.615, 0.016, 1.124], [-0.914, 0.320, -0.534], [0.232, -0.286, 0.145], [-0.226, 1.132, -1.565], [-0.500, 0.072, 0.412], [0.177, 0.219, 0.034], [-0.392, -0.514, 0.350], [-0.131, 0.107, -0.042], [-0.044, -0.077, -0.096], [-0.144, -0.197, 0.107], [-0.513, 0.283, -0.030], [0.471, -0.311, 0.133], [0.211, 0.201, -0.236], [0.270, -0.093, 0.103], [-0.642, -0.928, 1.055], [0.195, 1.281, -0.830], [0.298, 0.615, -0.241], [0.061, 0.496, -0.317], [0.337, 0.099, 0.140], [-0.451, 0.129, 0.128], [-0.140, -0.243, -0.222], [0.144, 0.024, 0.130], [-0.076, 0.242, 0.118], [-0.167, -0.379, 0.077], [0.416, 0.044, -0.335], [0.081, -0.057, -0.281], [0.051, -0.007, 0.073], [-0.001, 0.073, -0.129], [-0.831, 0.371, 0.786], [1.999, -1.751, -2.460], [-0.948, 1.329, 1.904]], "energy_ev": -89333.8394}

---

Respective M values: 414.64; 969.28; 791.67 g/mol.
Respective frontier orbital gap values: 11.7160; 7.4938; 4.9633 eV.